DFT (ωB97M-V/def2-TZVPD) results for C3H9N2 in the gas phase at a distorted geometry.

Calculated values
2S+1 ... 2
Relative energy (zero: lowest compared OMol25 entry of this formula, charge and spin) ... 11.0 kcal/mol
Net charge ... 0
HOMO energy (alpha / beta) ... -4.6 / -8.6 eV
Frontier orbital gap (alpha / beta) ... 5.84 / 9.81 eV
Energy ... -229.12368 Ha

Each line ends with the Mulliken charge.
Atoms and positions in Å:
1 C -0.06 -1.84 -0.03  -1.13
2 C -0.09 -0.75 1.11  -0.38
3 N 0.26 0.53 0.56  -0.26
4 C -0.35 1.04 -0.57  -0.26
5 N 0.12 2.21 -1.11  -0.40
6 H 0.88 -1.60 -0.55  0.33
7 H 0.07 -2.80 0.47  0.33
8 H -0.84 -2.01 -0.76  0.34
9 H -1.09 -0.83 1.54  0.24
10 H 0.72 -0.93 1.84  0.33
11 H 0.91 1.06 1.11  0.20
12 H -1.08 0.44 -1.07  0.36
13 H 0.61 2.88 -0.53  0.15
14 H -0.06 2.61 -2.00  0.16

***

DFT (ωB97M-V/def2-TZVPD) results for 2 unconnected molecules or ions with the total composition C2H8NS at a distorted geometry.

Calculated values
Relative energy (zero: lowest compared OMol25 entry of this formula, charge and spin) ... 18.7 kcal/mol
Net charge ... -1
HOMO energy ... -2.4 eV
Frontier orbital gap ... 6.20 eV
Energy ... -533.94128 Ha

Each line ends with the Mulliken charge.
Atoms and positions in Å:
1 S -1.29 0.45 -3.34  -0.87
2 H -1.88 -0.13 -4.39  -0.07
3 C 1.37 0.29 1.33  -0.82
4 N 0.06 -0.26 1.33  -0.28
5 C -0.58 -0.42 0.04  -0.90
6 H 2.18 -0.36 1.68  0.23
7 H 1.66 0.59 0.34  0.29
8 H 1.45 1.21 1.92  0.27
9 H -0.56 0.02 2.06  0.24
10 H -0.52 0.47 -0.58  0.31
11 H -1.66 -0.58 0.12  0.33
12 H -0.23 -1.28 -0.52  0.26

***

Please write out number 2 again, unchanged.
DFT (ωB97M-V/def2-TZVPD) results for 2 unconnected molecules or ions with the total composition C2H8NS at a distorted geometry.

Calculated values
Relative energy (zero: lowest compared OMol25 entry of this formula, charge and spin) ... 18.7 kcal/mol
Net charge ... -1
HOMO energy ... -2.4 eV
Frontier orbital gap ... 6.20 eV
Energy ... -533.94128 Ha

Each line ends with the Mulliken charge.
Atoms and positions in Å:
1 S -1.29 0.45 -3.34  -0.87
2 H -1.88 -0.13 -4.39  -0.07
3 C 1.37 0.29 1.33  -0.82
4 N 0.06 -0.26 1.33  -0.28
5 C -0.58 -0.42 0.04  -0.90
6 H 2.18 -0.36 1.68  0.23
7 H 1.66 0.59 0.34  0.29
8 H 1.45 1.21 1.92  0.27
9 H -0.56 0.02 2.06  0.24
10 H -0.52 0.47 -0.58  0.31
11 H -1.66 -0.58 0.12  0.33
12 H -0.23 -1.28 -0.52  0.26